ORCA calculation (the ωB97M-V functional and the def2-TZVPD basis) on the ion C6H12NS2 with charge +1.

Structure (XYZ):
```
21
Properties=species:S:1:pos:R:3:forces:R:3
C -0.521042 0.325925 -0.780861 1.9157 -1.9772 -0.6629
C 0.282416 1.400724 -0.068064 -3.3301 -1.2024 -0.9147
C -1.752347 0.193912 -1.345518 -1.7739 2.6361 1.5205
C 1.447353 -0.145681 1.350684 1.0613 -3.0770 1.8637
C 1.961823 2.333808 1.382791 -0.2483 -0.2686 0.2860
C -2.318915 -2.640721 -0.939199 -0.5633 0.3601 -3.2248
N 1.143453 1.181402 0.857436 -0.2318 0.4947 0.1391
S 0.604591 -1.000694 -1.240731 1.4865 -0.0472 1.3378
S -2.858582 -1.119944 -1.889609 1.7037 0.8393 0.5400
H -0.052035 2.404453 -0.280203 0.5149 0.4811 0.0192
H -2.326932 1.167631 -1.268435 0.2583 -1.1437 -0.4035
H 0.713298 -1.007217 1.174038 0.6259 1.9876 -0.0976
H 2.388146 -0.475725 0.889195 -0.2080 0.0955 -0.1089
H 1.693676 -0.295783 2.474359 -0.6527 1.4225 -1.6062
H 2.291529 2.013948 2.427383 -0.5956 1.0008 -1.3998
H 2.841343 2.418491 0.716037 -0.3602 0.0053 0.5119
H 1.327741 3.277223 1.278902 1.0039 -1.3195 0.6001
H -2.383861 -2.297178 0.047048 -0.2238 -0.3293 1.6062
H -1.280338 -2.870263 -1.247981 -0.8948 -0.4277 0.3770
H -3.127389 -3.356646 -1.334625 1.4957 0.7443 1.1262
H -0.073927 -1.507663 -2.202648 -0.9833 -0.2748 -1.5092
```
Forces are in eV/Å.

Output
* energy relative to the best compared isomer or geometry (same formula, charge and spin): 31.6 kcal per mole
* total energy: -1086.59632 Eh
* total charge: +1
* HOMO level: -12.0 eV
* M: 162.3 g mol⁻¹
* frontier orbital gap: 7.2 eV